# 1
22
Properties=species:S:1:pos:R:3:lowdin_charge:R:1 method="wB97M-V/def2-TZVPD" charge=+2 e_tot_ev=-25767.159 gap_ev=5.49 homo_energy_ev=-15.45 multiplicity=1
N -0.97 -2.13 -1.55 -0.034
C 0.51 -2.00 -1.27 -0.280
C 0.78 -1.16 0.11 -0.139
C 0.73 0.46 -0.29 -0.314
C 0.80 1.44 1.02 -0.260
N -0.38 1.34 1.96 -0.116
S -1.92 1.40 1.13 0.886
O -3.00 1.83 2.20 -0.285
O -1.98 2.38 -0.06 -0.320
F -2.31 -0.20 0.65 -0.201
H -1.49 -2.50 -0.71 0.091
H -1.06 -2.81 -2.36 0.102
H 1.06 -1.47 -2.19 0.115
H 1.04 -3.05 -1.16 0.138
H 0.05 -1.44 0.98 0.141
H 1.91 -1.34 0.45 0.144
H 1.74 0.65 -0.90 -0.096
H -0.14 0.72 -1.04 0.127
H 1.75 1.07 1.65 0.170
H 1.06 2.52 0.66 0.100
H -0.38 2.22 2.56 0.155
Sr 2.21 2.08 -1.85 1.876

=====

# 2
103
Properties=species:S:1:pos:R:3:lowdin_charge:R:1 method="wB97M-V/def2-TZVPD" charge=+1 e_tot_ev=-136913.895 gap_ev=2.15 homo_energy_ev=-9.98 multiplicity=1
C 0.69 4.05 3.09 -0.091
C 2.19 3.96 2.79 -0.213
C 2.86 2.59 3.02 -0.177
N 1.96 1.43 2.90 0.051
C 1.73 0.63 4.01 -0.182
C 1.48 -0.69 3.91 0.034
C 1.17 -1.48 5.09 -0.401
O 0.45 -2.47 5.05 0.082
C 1.81 -1.01 6.33 0.062
C 2.07 0.28 6.49 -0.167
C 2.74 0.90 7.65 -0.116
C 4.30 1.01 7.47 -0.240
N 4.94 0.17 6.47 0.006
C 1.68 1.21 5.39 -0.269
O 1.36 2.35 5.60 0.149
H 0.49 4.97 3.64 0.075
H 0.12 4.11 2.17 0.058
H 0.33 3.24 3.69 0.041
H 2.75 4.72 3.34 0.109
H 2.31 4.17 1.74 0.059
H 3.43 2.59 3.94 0.108
H 3.58 2.48 2.23 0.113
H 2.35 0.82 2.19 0.122
H 1.48 -1.18 2.95 0.109
H 2.06 -1.73 7.10 0.135
H 2.37 1.91 7.77 0.108
H 2.52 0.36 8.56 0.115
H 4.56 2.03 7.23 0.107
H 4.76 0.77 8.41 0.104
H 4.72 -0.81 6.58 0.067
H 4.77 0.47 5.53 0.057
C -2.39 -2.94 -0.67 -0.012
C -1.90 -2.08 0.52 -0.419
C -3.07 -1.44 1.29 -0.097
C -3.77 -0.31 0.54 -0.143
C -2.78 0.74 0.07 -0.111
C -1.64 0.19 -0.78 -0.424
N -1.02 -0.95 0.01 0.048
O -0.22 -0.58 0.79 0.220
C -2.16 -0.28 -2.15 -0.017
C -0.65 1.28 -1.15 -0.017
C -1.11 -3.00 1.44 -0.013
H -3.43 -2.76 -0.93 0.088
H -1.78 -2.79 -1.56 0.057
H -2.31 -4.00 -0.43 0.087
H -2.69 -1.06 2.25 0.138
H -3.76 -2.24 1.53 0.142
H -4.32 -0.72 -0.31 0.111
H -4.51 0.15 1.19 0.129
H -3.19 1.51 -0.57 0.052
H -2.39 1.27 0.95 0.144
H -1.39 -0.80 -2.72 0.072
H -2.47 0.59 -2.72 0.083
H -3.02 -0.94 -2.08 0.067
H -0.24 1.87 -0.32 0.095
H -1.20 1.96 -1.79 0.059
H 0.18 0.86 -1.72 0.099
H -0.24 -3.41 0.93 0.106
H -1.76 -3.82 1.72 0.107
H -0.79 -2.51 2.35 0.076
C -1.96 -2.40 -4.94 -0.663
O -1.19 -2.62 -4.00 -0.123
N -1.54 -2.08 -6.18 0.168
N -3.31 -2.48 -4.77 0.177
H -2.16 -1.90 -6.95 0.108
H -0.55 -2.02 -6.34 0.005
H -3.66 -2.73 -3.86 0.098
H -3.97 -2.31 -5.51 0.105
O 0.42 -1.72 -8.35 -0.100
H -0.09 -1.22 -8.99 0.051
H 1.34 -1.57 -8.60 0.044
C 2.50 -3.80 -3.31 -0.186
C 2.12 -2.37 -3.59 -0.275
O 3.29 -1.62 -3.29 -0.238
S 4.60 -2.49 -3.64 0.588
O 5.07 -2.12 -4.93 -0.211
O 5.44 -2.48 -2.51 -0.206
O 3.86 -3.90 -3.76 -0.175
H 2.48 -4.01 -2.23 0.133
H 1.88 -4.52 -3.83 0.073
H 1.28 -2.03 -2.98 0.110
H 1.87 -2.22 -4.65 -0.012
Cl -3.52 5.31 0.19 0.541
C -4.72 5.49 -1.12 -0.652
C -5.34 4.17 -1.49 -0.628
Cl -4.15 3.09 -2.27 0.603
H -4.23 5.95 -1.97 0.072
H -5.49 6.17 -0.76 0.078
H -6.15 4.31 -2.20 0.077
H -5.73 3.66 -0.61 0.070
C 2.35 6.15 -0.34 -0.904
O 3.06 6.64 -1.23 0.185
O 1.64 5.10 -0.54 -0.001
O 2.24 6.63 0.81 0.247
Li 1.52 4.68 -2.37 0.817
O -0.96 3.29 -3.93 -0.339
H -1.87 3.08 -4.18 -0.110
C -0.36 -6.87 -2.56 -1.529
Cl -0.64 -5.27 -3.26 0.599
Cl -1.33 -8.09 -3.38 0.551
Cl 1.36 -7.29 -2.62 0.557
H -0.66 -6.84 -1.52 0.008
Be 1.24 -0.37 -5.48 0.547